--- i ---
ORCA calculation (the ωB97M-V functional and the def2-TZVPD basis) on one molecule with the formula C5H10N2S.

The orbital gap is 0.3572 Ha. As for the HOMO energy: -0.3255 Ha. As for the SMILES: [H]/N=C(/SC)N1C[C@H]1C.

Last column: natural (NBO) charge in e.
Positions of all 18 atoms, in Å:
H: 2.084 -0.961 -0.902  0.364
N: 1.787 -0.696 -0.017  -0.699
C: 0.862 0.093 0.167  0.330
S: 0.367 0.944 1.724  0.208
C: 1.247 -0.187 2.900  -0.788
N: 0.401 1.019 -0.820  -0.430
C: 0.037 0.481 -2.067  -0.276
C: -1.077 0.879 -1.170  -0.086
C: -2.062 -0.360 -0.871  -0.679
H: 0.763 -1.252 2.928  0.225
H: 2.468 -0.383 2.480  0.257
H: 1.101 0.162 3.981  0.237
H: 0.472 1.068 -2.830  0.215
H: 0.012 -0.583 -1.990  0.196
H: -1.581 1.896 -1.272  0.225
H: -2.189 -0.340 0.399  0.237
H: -2.914 -0.230 -1.599  0.238
H: -1.780 -1.551 -1.042  0.228



--- ii ---
ORCA calculation (the ωB97M-V functional and the def2-TZVPD basis) on one molecule with the formula C5H10N2S.

The orbital gap is 0.3336 Ha. As for the HOMO energy: -0.3017 Ha. As for the SMILES: CCC(/C=C\N)=N/S.

Last column: natural (NBO) charge in e.
Positions of all 18 atoms, in Å:
C: 0.998 0.920 -2.872  -0.608
C: 0.379 1.471 -1.570  -0.435
C: -0.195 0.434 -0.552  0.261
C: 0.343 -0.944 -0.585  -0.457
C: 1.065 -1.531 0.377  0.075
N: 1.453 -1.028 1.543  -0.787
N: -0.976 0.938 0.348  -0.546
S: -1.594 -0.192 1.576  0.103
H: 1.236 1.704 -3.515  0.212
H: 0.248 0.339 -3.403  0.202
H: 1.878 0.275 -2.689  0.211
H: 1.080 2.081 -1.024  0.218
H: -0.480 2.176 -1.822  0.220
H: 0.154 -1.506 -1.437  0.225
H: 1.455 -2.519 0.289  0.194
H: 1.143 -0.153 1.907  0.402
H: 2.029 -1.606 2.120  0.389
H: -2.121 0.807 2.325  0.119



Quick one: most stable of them? ii



--- i ---
ORCA calculation (the ωB97M-V functional and the def2-TZVPD basis) on C8H13NS as an isolated structure.

The orbital gap is 0.3104 Ha. As for the HOMO energy: -0.2800 Ha.

Last column: natural (NBO) charge in e.
Positions of all 23 atoms, in Å:
C: 1.091 -0.848 -1.537  -0.485
C: 2.804 0.766 -0.713  -0.547
C: 0.402 -0.267 -0.588  0.060
C: 1.675 1.029 -0.026  0.185
C: -1.660 -1.569 -0.520  -0.592
C: -1.624 0.891 -0.308  -0.585
C: -0.774 -0.672 1.603  -0.599
C: -0.908 -0.404 0.036  -0.133
N: 1.437 1.799 1.092  -0.845
S: 2.689 -0.420 -1.891  0.413
H: 0.814 -1.896 -1.774  0.239
H: 3.758 1.212 -0.545  0.235
H: -2.439 -1.713 0.243  0.215
H: -2.037 -1.390 -1.481  0.211
H: -0.888 -2.426 -0.472  0.202
H: -1.416 1.064 -1.350  0.219
H: -2.704 0.713 -0.142  0.208
H: -1.189 1.648 0.393  0.200
H: -1.714 -0.521 2.188  0.212
H: -0.353 -1.693 1.546  0.208
H: -0.012 -0.060 1.922  0.224
H: 0.708 2.543 0.927  0.381
H: 2.340 2.214 1.399  0.375



--- ii ---
ORCA calculation (the ωB97M-V functional and the def2-TZVPD basis) on a 2-piece molecular cluster, C8H13NS overall.

The orbital gap (alpha / beta) is 0.2796 / 0.2641 Ha. As for the HOMO energy (alpha / beta): -0.2726 / -0.2584 Ha.

Last column: natural (NBO) charge in e.
Positions of all 23 atoms, in Å:
C: -1.913 -0.592 1.500  -0.301
C: -0.736 -0.247 1.565  0.013
C: -1.090 -0.737 -1.922  -0.468
C: -1.006 0.743 -1.262  -0.246
C: 0.123 -1.141 -2.515  -0.516
C: 0.689 1.651 2.173  -0.642
C: 1.754 -0.538 1.228  -0.639
C: 0.497 0.319 1.429  0.031
N: 0.369 0.917 -0.848  -0.618
S: 1.379 0.038 -1.727  0.513
H: -2.857 -1.081 1.682  0.240
H: -1.084 -1.335 -1.034  0.222
H: -1.937 -0.839 -2.614  0.223
H: -1.387 1.307 -2.038  0.196
H: -1.611 0.810 -0.361  0.228
H: 0.618 -2.049 -2.292  0.224
H: 0.136 -0.897 -3.578  0.209
H: 0.493 1.585 3.278  0.222
H: 1.599 2.119 1.863  0.219
H: -0.074 2.245 1.786  0.223
H: 2.457 -0.021 0.564  0.231
H: 2.148 -0.641 2.168  0.216
H: 1.434 -1.617 0.956  0.218



Quick one: most stable of them? i



--- i ---
ORCA calculation (the ωB97M-V functional and the def2-TZVPD basis) on a 2-piece molecular cluster, C2H4O4 overall.

The orbital gap is 0.4340 Ha. As for the HOMO energy: -0.4063 Ha. As for the SMILES: O=CO.O=CO.

Last column: natural (NBO) charge in e.
Positions of all 10 atoms, in Å:
O: 0.488 4.623 -4.707  -0.558
C: -0.052 3.613 -4.307  0.649
O: -1.287 3.130 -4.721  -0.732
H: 0.387 2.942 -3.542  0.129
H: -1.936 3.686 -5.232  0.511
O: 0.373 -2.692 5.526  -0.563
C: 0.868 -3.493 4.749  0.641
O: 0.081 -4.191 3.809  -0.715
H: 1.938 -3.752 4.627  0.138
H: -0.860 -3.866 3.798  0.499



--- ii ---
ORCA calculation (the ωB97M-V functional and the def2-TZVPD basis) on a 2-piece molecular cluster, C2H4O4 overall.

The orbital gap is 0.4052 Ha. As for the HOMO energy: -0.3909 Ha. As for the SMILES: O=CO.O=CO.

Last column: natural (NBO) charge in e.
Positions of all 10 atoms, in Å:
O: -3.141 -1.188 -0.437  -0.548
C: -2.131 -0.577 -0.553  0.651
O: -1.145 -0.591 0.372  -0.733
H: -1.883 0.032 -1.341  0.083
H: -0.354 0.037 0.253  0.506
O: 3.168 0.771 0.372  -0.513
C: 2.151 0.288 0.076  0.652
O: 1.011 1.060 0.154  -0.733
H: 1.868 -0.549 -0.434  0.131
H: 1.106 1.797 0.701  0.504



Quick one: most stable of them? i



--- i ---
ORCA calculation (the ωB97M-V functional and the def2-TZVPD basis) on a 2-piece molecular cluster, C2H9N2O overall.

The orbital gap is 0.2469 Ha. As for the HOMO energy: -0.0911 Ha. Its charge is -1.

Last column: natural (NBO) charge in e.
Positions of all 14 atoms, in Å:
C: 1.670 0.367 0.107  -0.424
N: 1.002 -0.732 -0.581  -0.698
C: -0.119 -0.192 -1.453  0.152
O: 0.183 0.800 -2.260  -0.935
H: 2.043 1.127 -0.582  0.186
H: 2.484 -0.023 0.726  0.158
H: 0.946 0.856 0.772  0.171
H: 1.682 -1.127 -1.226  0.322
H: -0.895 0.054 -0.678  0.028
H: -0.495 -1.123 -1.965  0.057
N: -2.119 0.258 1.915  -1.083
H: -1.824 -0.479 2.542  0.344
H: -3.044 0.010 1.584  0.343
H: -1.514 0.204 1.097  0.380



--- ii ---
ORCA calculation (the ωB97M-V functional and the def2-TZVPD basis) on a 2-piece molecular cluster, C2H9N2O overall.

The orbital gap is 0.2575 Ha. As for the HOMO energy: -0.0964 Ha. Its charge is -1.

Last column: natural (NBO) charge in e.
Positions of all 14 atoms, in Å:
C: 1.527 1.267 -1.818  -0.173
O: 0.613 0.973 -0.882  -1.004
H: 1.213 1.042 -2.879  0.069
H: 2.490 0.717 -1.705  0.077
H: 1.812 2.343 -1.922  0.074
N: -0.165 -1.531 0.822  -0.911
C: -1.105 -0.719 1.568  -0.039
N: -1.635 0.338 0.707  -0.871
H: 0.128 -2.399 1.232  0.341
H: 0.531 -0.974 0.319  0.414
H: -0.707 -0.157 2.424  0.130
H: -1.859 -1.421 1.946  0.136
H: -2.089 -0.130 -0.074  0.330
H: -0.753 0.651 0.263  0.428



Quick one: most stable of them? i



--- i ---
ORCA calculation (the ωB97M-V functional and the def2-TZVPD basis) on a 2-piece molecular cluster, CH5N3S overall.

The orbital gap is 0.3623 Ha. As for the HOMO energy: -0.3338 Ha.

Last column: natural (NBO) charge in e.
Positions of all 10 atoms, in Å:
C: 1.833 -0.213 -0.316  -0.767
N: -1.999 0.290 -0.159  0.249
N: -1.779 1.035 -0.943  -0.079
N: -2.627 -0.469 0.536  -0.540
S: 0.625 0.073 0.938  -0.058
H: 2.687 0.447 0.047  0.222
H: 1.509 0.333 -1.190  0.233
H: 2.188 -1.290 -0.415  0.232
H: -0.210 0.631 0.092  0.113
H: -2.226 -0.838 1.410  0.395



--- ii ---
ORCA calculation (the ωB97M-V functional and the def2-TZVPD basis) on CH5N3S as an isolated structure.

The orbital gap is 0.3086 Ha. As for the HOMO energy: -0.2932 Ha.

Last column: natural (NBO) charge in e.
Positions of all 10 atoms, in Å:
C: 0.414 0.402 0.124  0.209
H: -2.595 0.200 0.941  0.283
H: -1.097 -1.185 -0.254  0.292
H: -1.153 1.846 -0.156  0.372
H: 1.466 2.121 0.516  0.412
H: 2.315 0.455 -0.369  0.449
N: -2.007 -0.001 -0.234  -0.656
N: -0.926 0.780 0.073  -0.423
N: 1.482 1.129 -0.134  -0.818
S: 0.546 -1.200 0.040  -0.119



Quick one: most stable of them? i



--- i ---
ORCA calculation (the ωB97M-V functional and the def2-TZVPD basis) on one molecule with the formula C20H23N3O3.

The orbital gap is 0.3486 Ha. As for the HOMO energy: -0.3326 Ha. As for the SMILES: Cc1ccnc(C)c1C(=O)NC[C@@H]1Cc2ccccc2CN1C(=O)CO.

Last column: natural (NBO) charge in e.
Positions of all 49 atoms, in Å:
C: -2.696 1.572 3.194  -0.648
C: -3.500 1.321 1.948  0.072
C: -4.885 1.215 1.986  -0.274
C: -5.576 0.984 0.811  0.056
N: -4.993 0.865 -0.380  -0.434
C: -3.668 0.973 -0.438  0.260
C: -3.032 0.878 -1.797  -0.648
C: -2.891 1.188 0.703  -0.208
C: -1.402 1.318 0.566  0.682
O: -0.858 2.354 0.219  -0.628
N: -0.700 0.194 0.857  -0.618
C: 0.746 0.167 0.748  -0.246
C: 1.218 0.146 -0.714  -0.035
C: 0.832 -1.139 -1.438  -0.426
C: 1.587 -2.316 -0.885  -0.041
C: 1.025 -3.589 -0.853  -0.195
C: 1.725 -4.664 -0.335  -0.213
C: 3.004 -4.468 0.172  -0.210
C: 3.564 -3.203 0.154  -0.190
C: 2.867 -2.120 -0.377  -0.028
C: 3.537 -0.770 -0.385  -0.245
N: 2.659 0.325 -0.787  -0.448
C: 3.263 1.550 -0.912  0.665
O: 4.463 1.674 -0.791  -0.593
C: 2.349 2.728 -1.227  -0.171
O: 3.133 3.895 -1.284  -0.690
H: -1.895 2.287 3.008  0.234
H: -3.330 1.962 3.988  0.225
H: -2.238 0.649 3.554  0.226
H: -5.419 1.317 2.922  0.218
H: -6.656 0.895 0.821  0.194
H: -2.666 1.858 -2.111  0.237
H: -2.177 0.199 -1.795  0.209
H: -3.768 0.527 -2.515  0.239
H: -1.206 -0.636 1.113  0.408
H: 1.152 1.055 1.234  0.221
H: 1.113 -0.711 1.280  0.216
H: 0.740 0.982 -1.219  0.233
H: -0.244 -1.307 -1.352  0.215
H: 1.050 -1.012 -2.502  0.229
H: 0.023 -3.733 -1.243  0.208
H: 1.277 -5.649 -0.320  0.215
H: 3.560 -5.300 0.585  0.216
H: 4.558 -3.046 0.557  0.213
H: 3.963 -0.566 0.603  0.209
H: 4.387 -0.783 -1.070  0.239
H: 1.855 2.529 -2.188  0.177
H: 1.562 2.803 -0.468  0.203
H: 2.584 4.601 -1.636  0.470



--- ii ---
ORCA calculation (the ωB97M-V functional and the def2-TZVPD basis) on one molecule with the formula C20H23N3O3.

The orbital gap is 0.2993 Ha. As for the HOMO energy: -0.2717 Ha. As for the SMILES: [H]/N=c1\n(CC=C)c2ccccc2n1C[C@@H](O)COc1ccccc1OC.

Last column: natural (NBO) charge in e.
Positions of all 49 atoms, in Å:
H: -0.074 -3.198 0.121  0.353
N: 0.585 -2.610 -0.373  -0.811
C: 0.125 -1.477 -0.711  0.610
N: -1.128 -0.913 -0.494  -0.426
C: -2.188 -1.541 0.250  -0.252
C: -3.011 -2.453 -0.616  -0.185
C: -3.294 -3.705 -0.316  -0.381
C: -1.175 0.324 -1.096  0.210
C: -2.194 1.248 -1.208  -0.291
C: -1.925 2.424 -1.897  -0.221
C: -0.676 2.663 -2.447  -0.229
C: 0.350 1.734 -2.344  -0.232
C: 0.089 0.559 -1.670  0.142
N: 0.862 -0.553 -1.421  -0.408
C: 2.225 -0.769 -1.818  -0.227
C: 3.158 -1.053 -0.624  0.039
O: 4.400 -1.544 -1.066  -0.698
C: 3.388 0.197 0.255  -0.082
O: 2.246 0.970 0.523  -0.505
C: 1.314 0.533 1.418  0.322
C: 1.360 -0.653 2.126  -0.287
C: 0.332 -0.993 2.996  -0.235
C: -0.744 -0.149 3.161  -0.229
C: -0.795 1.056 2.473  -0.298
C: 0.225 1.415 1.608  0.250
O: 0.287 2.581 0.906  -0.488
C: -0.717 3.539 1.120  -0.248
H: -2.820 -0.747 0.664  0.221
H: -1.752 -2.095 1.088  0.221
H: -3.358 -2.009 -1.540  0.202
H: -3.887 -4.327 -0.964  0.204
H: -2.949 -4.161 0.598  0.190
H: -3.170 1.067 -0.782  0.217
H: -2.704 3.165 -2.001  0.212
H: -0.497 3.590 -2.971  0.213
H: 1.316 1.937 -2.777  0.215
H: 2.276 -1.647 -2.474  0.226
H: 2.564 0.114 -2.364  0.201
H: 2.706 -1.871 -0.057  0.230
H: 4.815 -0.887 -1.639  0.458
H: 4.049 0.883 -0.290  0.183
H: 3.897 -0.103 1.180  0.185
H: 2.190 -1.330 2.007  0.226
H: 0.386 -1.926 3.537  0.215
H: -1.550 -0.413 3.828  0.213
H: -1.638 1.712 2.622  0.221
H: -1.702 3.166 0.825  0.179
H: -0.454 4.384 0.486  0.202
H: -0.746 3.864 2.166  0.173



Quick one: most stable of them? i